(a)
Here is C24H20B2F8MnN4O8 as an isolated structure from the OMol25 dataset. Energies are from the ωB97M-V functional and the def2-TZVPD basis.

Structure (XYZ):
```
67
C24H20B2F8MnN4O8 | the OMol25 dataset | the ωB97M-V functional and the def2-TZVPD basis
Mn 0.668 2.872 1.729
F 2.517 2.341 2.568
F 1.315 1.543 0.330
F -0.840 1.831 0.568
F 4.231 3.903 2.165
F 3.131 3.957 4.111
F 2.005 4.424 2.132
F 0.301 0.600 2.094
F -0.085 -0.280 0.032
O 2.628 -6.801 1.880
O 0.471 4.196 0.063
O 1.587 4.698 -1.704
O -1.555 -3.151 6.294
O -2.884 2.316 -4.994
O -2.931 1.161 -3.205
O -2.857 -4.857 6.149
O 2.058 -6.058 -0.032
N 2.351 -5.899 1.128
N -2.364 1.552 -4.209
N 0.540 4.500 -1.144
N -2.131 -4.024 5.673
C -2.973 5.251 -3.355
C -1.872 -2.822 3.554
C -1.851 5.076 -1.231
C -0.703 4.685 -1.873
C -1.621 -2.825 2.187
C -2.962 5.442 -1.970
C 2.176 -3.440 0.866
C -1.623 -5.213 3.530
C 1.801 -3.207 3.622
C 0.957 1.026 -5.772
C -1.600 -4.014 1.470
C 2.065 -2.193 1.474
C 1.748 0.754 -4.660
C -0.382 1.317 -5.603
C -0.953 1.215 -4.337
C -1.868 -4.037 4.233
C 1.996 -4.444 3.054
C -0.212 0.854 -3.233
C -1.437 -5.217 2.157
C -1.810 4.853 -4.013
C 1.147 0.628 -3.414
C 2.216 -4.568 1.692
C 2.022 -2.061 2.850
C -0.682 4.558 -3.267
B 3.023 3.632 2.763
B 0.156 0.864 0.753
H -1.344 -1.907 1.685
H 1.691 0.189 -2.587
H 2.107 -1.284 0.890
H 1.993 -1.109 3.362
H -0.703 0.710 -2.284
H -1.446 -4.039 0.399
H -3.857 5.777 -1.467
H -1.659 -6.163 4.051
H 1.394 1.065 -6.761
H 2.796 0.517 -4.776
H 1.953 -5.341 3.655
H -1.791 4.714 -5.083
H -1.855 5.241 -0.160
H 1.616 -3.119 4.684
H -3.890 5.504 -3.869
H -0.969 1.628 -6.457
H -1.341 -6.080 1.513
H 2.232 -3.545 -0.207
H 0.216 4.184 -3.742
H -2.056 -1.879 4.047
```

Calculated values
⟨S²⟩: 8.7522
LUMO level (alpha / beta) in Ha: -0.0716 / -0.0753
Spin multiplicity: 6
HOMO (alpha / beta) in Ha: -0.3582 / -0.3582
HOMO-LUMO gap (alpha / beta) in Ha: 0.2866 / 0.2829

Results of the natural (NBO) charge analysis, in e, for atoms 1 through 4:
1 Mn 1.700
2 F -0.561
3 F -0.540
4 F -0.540


(b)
Here is C24H20B2F8MnN4O8 as an isolated structure from the OMol25 dataset. Energies are from the ωB97M-V functional and the def2-TZVPD basis.

Structure (XYZ):
```
67
C24H20B2F8MnN4O8 | the OMol25 dataset | the ωB97M-V functional and the def2-TZVPD basis
Mn 0.663 -3.465 -1.345
F 1.518 -5.024 -2.450
F 1.235 -1.145 -0.542
F -0.041 -3.629 -3.379
F 0.393 -2.791 0.758
F -0.749 -2.047 -1.103
F 1.606 -4.546 -4.723
F 2.087 -2.952 -3.088
F -0.580 -0.712 0.829
O 3.076 2.749 1.618
O 2.764 -3.703 -0.407
O -5.190 -4.378 -3.250
O -3.334 -4.523 -2.164
O 3.402 -4.854 1.292
O 0.479 4.737 2.645
O -1.030 6.064 3.422
O 3.564 4.463 0.401
N 3.546 -3.960 0.500
N -4.330 -3.928 -2.518
N -0.658 4.994 2.985
N 2.853 3.532 0.715
C -3.895 3.180 2.778
C 0.112 4.078 -1.733
C -3.812 -0.770 -0.615
C 5.866 -1.151 -0.110
C -1.195 2.606 2.895
C 6.577 -2.323 1.885
C 6.680 -1.249 1.013
C -2.980 4.208 2.913
C 1.631 3.334 -0.071
C 4.709 -3.095 0.608
C -4.704 0.091 -1.257
C -4.468 -2.540 -2.079
C -0.363 2.088 -0.466
C -1.632 3.900 2.955
C -3.470 1.858 2.771
C 4.868 -2.076 -0.319
C 1.298 4.250 -1.044
C -5.432 -0.354 -2.348
C -3.731 -2.102 -1.017
C -0.704 2.994 -1.462
C -2.114 1.567 2.828
C 5.554 -3.244 1.690
C 0.812 2.274 0.244
C -5.321 -1.677 -2.754
B 0.025 -1.599 0.016
B 1.316 -4.086 -3.525
H -1.773 0.544 2.890
H 5.395 -4.013 2.434
H -1.640 2.842 -1.986
H -4.183 1.043 2.731
H 1.985 5.053 -1.262
H -0.142 4.780 -2.517
H 7.450 -0.500 1.156
H -4.948 3.429 2.725
H -3.263 -0.406 0.243
H -4.808 1.096 -0.863
H -6.191 0.244 -2.835
H -0.151 2.323 2.950
H -1.011 1.251 -0.262
H -5.850 -2.080 -3.608
H -3.050 -2.700 -0.427
H 4.215 -2.022 -1.179
H 7.222 -2.441 2.742
H 1.110 1.548 0.986
H 5.984 -0.285 -0.744
H -3.247 5.253 2.835
```

Calculated values
⟨S²⟩: 8.7518
LUMO level (alpha / beta) in Ha: -0.0502 / -0.0517
Spin multiplicity: 6
HOMO (alpha / beta) in Ha: -0.3614 / -0.3614
HOMO-LUMO gap (alpha / beta) in Ha: 0.3112 / 0.3097

Results of the natural (NBO) charge analysis, in e, for atoms 1 through 4:
1 Mn 1.699
2 F -0.553
3 F -0.541
4 F -0.553


Least stable = (a)


(a)
Here is a 3-piece molecular cluster, C4H11NO2 overall from the OMol25 dataset. Energies are from the ωB97M-V functional and the def2-TZVPD basis.

Structure (XYZ):
```
18
C4H11NO2 | the OMol25 dataset | the ωB97M-V functional and the def2-TZVPD basis
O 5.421 1.040 -2.308
O 3.082 5.762 -2.425
N -2.008 -2.282 0.068
C -0.700 -2.351 -0.125
C -2.616 -0.381 1.582
C -2.509 -1.845 1.318
C -3.229 -2.837 1.943
H 2.407 5.647 -1.740
H -1.984 -0.004 2.396
H -3.646 -3.687 1.426
H -0.438 -2.685 -1.136
H 5.685 1.677 -2.982
H 0.117 -1.946 0.453
H 6.284 0.632 -2.290
H -3.615 -0.263 2.009
H -2.586 0.240 0.689
H -3.501 -2.656 2.988
H 3.836 5.940 -1.865
```

Calculated values
⟨S²⟩: 0.7577
LUMO level (alpha / beta) in Ha: 0.0876 / 0.0861
Spin multiplicity: 2
Total charge: -1
HOMO (alpha / beta) in Ha: 0.0301 / -0.1011
HOMO-LUMO gap (alpha / beta) in Ha: 0.0575 / 0.1872

Results of the natural (NBO) charge analysis, in e, for atoms 1 through 4:
1 O -0.917
2 O -0.933
3 N -0.582
4 C -0.438


(b)
Here is a 3-piece molecular cluster, C4H11NO2 overall from the OMol25 dataset. Energies are from the ωB97M-V functional and the def2-TZVPD basis.

Structure (XYZ):
```
18
C4H11NO2 | the OMol25 dataset | the ωB97M-V functional and the def2-TZVPD basis
O 3.690 0.869 -0.267
O -0.624 1.283 2.280
N -0.057 -0.983 0.594
C -0.120 -2.310 0.590
C -0.670 -0.275 -0.485
C -2.140 0.120 -0.518
C 0.159 0.121 -1.471
H -2.699 -0.345 0.293
H 1.080 -0.382 -1.738
H 0.700 -2.971 0.887
H -2.592 -0.181 -1.465
H -0.971 -2.901 0.201
H -0.609 2.243 2.317
H -2.179 1.215 -0.469
H 4.151 0.849 0.577
H -0.108 0.904 -2.189
H -0.645 0.971 1.363
H 3.634 1.774 -0.499
```

Calculated values
⟨S²⟩: 0.7538
LUMO level (alpha / beta) in Ha: 0.1283 / 0.1277
Spin multiplicity: 2
Total charge: -1
HOMO (alpha / beta) in Ha: 0.0051 / -0.1039
HOMO-LUMO gap (alpha / beta) in Ha: 0.1232 / 0.2316

Results of the natural (NBO) charge analysis, in e, for atoms 1 through 4:
1 O -0.917
2 O -0.961
3 N -0.657
4 C -0.399


(c)
Here is a 2-piece molecular cluster, C4H11NO2 overall from the OMol25 dataset. Energies are from the ωB97M-V functional and the def2-TZVPD basis.

Structure (XYZ):
```
18
C4H11NO2 | the OMol25 dataset | the ωB97M-V functional and the def2-TZVPD basis
O -1.488 -2.310 -0.946
O 0.669 1.698 1.101
N -0.528 0.768 -0.658
C 0.295 0.715 0.434
C 1.795 -1.429 0.349
C -1.052 2.129 -0.939
C 0.615 -0.699 1.059
H 1.069 -0.315 1.991
H -0.540 -2.641 -0.915
H -2.040 -3.057 -0.686
H 2.727 -1.226 0.836
H -0.290 -1.334 1.307
H -0.343 2.621 -1.580
H 1.799 -1.136 -0.677
H -2.011 2.105 -1.535
H -1.101 2.688 0.006
H -0.646 0.046 -1.308
H 1.706 -2.529 0.513
```

Calculated values
⟨S²⟩: 0.7504
LUMO level (alpha / beta) in Ha: 0.1340 / 0.1289
Spin multiplicity: 2
Total charge: -1
HOMO (alpha / beta) in Ha: 0.0298 / -0.2325
HOMO-LUMO gap (alpha / beta) in Ha: 0.1042 / 0.3614

Results of the natural (NBO) charge analysis, in e, for atoms 1 through 4:
1 O -1.407
2 O -0.682
3 N -0.628
4 C 0.675


(d)
Here is a 2-piece molecular cluster, C4H11NO2 overall from the OMol25 dataset. Energies are from the ωB97M-V functional and the def2-TZVPD basis.

Structure (XYZ):
```
18
C4H11NO2 | the OMol25 dataset | the ωB97M-V functional and the def2-TZVPD basis
O 1.880 4.218 0.075
O -0.859 -2.366 1.132
N -0.241 -0.180 1.005
C 0.657 -0.999 -1.791
C -0.915 0.174 -0.236
C -0.811 -0.818 -1.404
C -0.290 -1.383 1.589
H 0.099 0.619 1.524
H 0.983 -0.073 -2.276
H -1.309 -1.759 -1.208
H -1.970 0.418 -0.066
H 0.252 -1.463 2.542
H 2.140 5.127 -0.079
H -0.464 1.130 -0.518
H 1.195 4.267 0.759
H 1.401 -1.190 -1.022
H -1.332 -0.267 -2.189
H 0.791 -1.804 -2.524
```

Calculated values
⟨S²⟩: 0.7503
LUMO level (alpha / beta) in Ha: 0.1346 / 0.1322
Spin multiplicity: 2
Total charge: -1
HOMO (alpha / beta) in Ha: 0.0324 / -0.2416
HOMO-LUMO gap (alpha / beta) in Ha: 0.1021 / 0.3738

Results of the natural (NBO) charge analysis, in e, for atoms 1 through 4:
1 O -1.293
2 O -0.671
3 N -0.651
4 C -0.622


Least stable = (a)


(a)
Here is a 2-piece molecular cluster, C3H11NO overall from the OMol25 dataset. Energies are from the ωB97M-V functional and the def2-TZVPD basis.

Structure (XYZ):
```
16
C3H11NO | the OMol25 dataset | the ωB97M-V functional and the def2-TZVPD basis
O 2.851 2.045 -0.933
N -0.948 -0.491 -0.467
C -0.633 -1.588 -1.519
C -1.132 0.485 1.953
C -0.630 -0.705 0.979
H -0.893 0.281 3.039
H -1.942 -0.201 -0.564
H 0.010 -1.142 -2.254
H 3.294 1.292 -0.510
H 2.347 2.476 -0.294
H -2.174 0.679 1.710
H 0.454 -0.776 0.916
H -1.448 -1.901 -1.941
H -0.155 -2.434 -1.022
H -0.535 1.400 1.736
H -0.762 -1.744 1.444
```

Calculated values
LUMO level in Ha: 0.0333
HOMO in Ha: -0.3137
SMILES: CCNC.O
HOMO-LUMO gap in Ha: 0.3469

Results of the natural (NBO) charge analysis, in e, for atoms 1 through 4:
1 O -0.936
2 N -0.646
3 C -0.389
4 C -0.620


(b)
Here is a 2-piece molecular cluster, C3H11NO overall from the OMol25 dataset. Energies are from the ωB97M-V functional and the def2-TZVPD basis.

Structure (XYZ):
```
16
C3H11NO | the OMol25 dataset | the ωB97M-V functional and the def2-TZVPD basis
O 3.576 -0.956 -1.190
N -1.116 0.092 0.992
C -1.401 1.904 -0.603
C -0.957 0.475 -0.389
C -0.809 -1.263 1.403
H 3.476 -0.271 -0.521
H -0.382 -1.804 0.560
H -2.309 1.953 -1.210
H -1.722 -1.816 1.664
H 4.369 -1.443 -0.948
H -0.098 -1.272 2.215
H -1.525 -0.197 -1.060
H -1.910 0.504 1.448
H 0.087 0.306 -0.662
H -0.647 2.535 -1.059
H -1.661 2.367 0.347
```

Calculated values
LUMO level in Ha: 0.0326
HOMO in Ha: -0.3002
SMILES: CCNC.O
HOMO-LUMO gap in Ha: 0.3328

Results of the natural (NBO) charge analysis, in e, for atoms 1 through 4:
1 O -0.938
2 N -0.649
3 C -0.619
4 C -0.208


Least stable = (a)